DFT (ωB97M-V with the def2-TZVPD basis set) results for the molecule C4H7NO2.

E_LUMO: 0.8 eV
gap between HOMO and LUMO: 10.4665 eV
charge: 0
HOMO energy: -9.7 eV
SMILES string: NC(=O)C[C@H]1CO1

Cartesian coordinates (Å):
1 N 1.61 0.67 1.61
2 C 0.61 0.50 0.71
3 O -0.30 1.31 0.69
4 C 0.55 -0.76 -0.18
5 C -1.03 -0.80 -0.40
6 C -1.37 0.27 -1.32
7 O -1.66 -1.15 -1.61
8 H 1.38 1.30 2.36
9 H 2.42 0.07 1.72
10 H 1.23 -1.53 0.26
11 H 0.95 -0.61 -1.18
12 H -1.68 -0.93 0.47
13 H -0.54 0.65 -1.92
14 H -2.17 1.00 -1.20